This record from the Open Molecules 2025 dataset describes the molecule C4H7NO. The level of theory is ωB97M-V with the def2-TZVPD basis set.

```
! wB97M-V def2-TZVPD RIJCOSX def2/J DEFGRID3
* xyz 0 1
O 2.265 0.809 -0.871
C 1.229 0.457 -0.352
C 0.713 -0.972 -0.202
C -0.685 -0.823 0.422
C -1.035 0.640 0.112
N 0.276 1.277 0.203
H 0.681 -1.436 -1.193
H 1.420 -1.542 0.407
H -1.407 -1.517 -0.012
H -0.663 -0.982 1.505
H -1.427 0.720 -0.913
H -1.767 1.094 0.785
H 0.400 2.274 0.109
*
```

HOMO: -9.5 eV
Frontier orbital gap: 0.3851 hartree
Energy above the lowest of the compared OMol25 structures with the same formula, charge and spin: 8.1 kJ/mol



This record from the Open Molecules 2025 dataset describes a structure of composition C46H49ClKN11O6S. The level of theory is ωB97M-V with the def2-TZVPD basis set.

```
! wB97M-V def2-TZVPD RIJCOSX def2/J DEFGRID3
* xyz -2 1
K 0.644 -0.523 1.616
C -4.165 -1.640 0.473
C -4.407 -3.023 0.773
C -3.305 -3.764 1.150
C -2.079 -3.188 1.459
N -2.113 -1.744 1.675
C -3.033 -1.016 0.834
C -0.819 -3.874 1.448
C -0.773 -5.295 1.529
C 0.429 -5.937 1.473
C 1.610 -5.198 1.353
C 1.497 -3.820 1.332
N 0.329 -3.173 1.384
C 2.754 -2.999 1.178
C 3.986 -3.494 1.610
C 5.133 -2.787 1.312
C 5.032 -1.586 0.625
C 3.765 -1.133 0.300
N 2.657 -1.824 0.556
H -4.870 -1.107 -0.159
H -5.326 -3.504 0.472
H -3.366 -4.846 1.104
H -2.774 0.001 0.589
H -1.688 -5.857 1.645
H 0.465 -7.021 1.522
H 2.570 -5.683 1.259
H 4.028 -4.405 2.188
H 6.099 -3.159 1.637
H 5.904 -1.001 0.367
H 3.623 -0.181 -0.200
N 7.682 -3.046 6.315
C 6.428 -2.545 5.902
C 6.302 -1.840 4.711
C 5.062 -1.381 4.291
C 3.934 -1.618 5.052
C 4.054 -2.327 6.242
C 5.288 -2.791 6.663
S 2.296 -1.107 4.585
O 1.765 -0.450 5.756
O 1.634 -2.316 4.138
N 2.388 -0.172 3.310
C 2.969 1.047 3.300
N 3.819 1.442 4.271
C 4.372 2.634 4.129
C 4.133 3.468 3.050
C 3.252 2.968 2.099
N 2.668 1.792 2.197
H 8.459 -2.525 5.937
H 7.765 -3.114 7.318
H 7.181 -1.646 4.106
H 4.974 -0.836 3.361
H 3.170 -2.505 6.840
H 5.369 -3.349 7.589
H 5.052 2.941 4.922
H 4.601 4.436 2.951
H 3.008 3.548 1.212
C 3.055 -1.838 -3.603
C 1.537 -1.714 -3.643
C 0.946 -2.658 -4.687
O 1.005 -2.048 -2.370
C 1.129 -0.261 -4.009
O 1.585 0.210 -5.071
O 0.431 0.343 -3.150
H 3.329 -2.860 -3.325
H 3.470 -1.160 -2.855
H 3.488 -1.592 -4.573
H 1.337 -3.670 -4.546
H 1.185 -2.313 -5.692
H -0.138 -2.693 -4.567
H 0.652 -1.185 -2.070
C -5.650 4.783 -1.494
C -5.165 3.501 -0.812
C -6.391 2.662 -0.436
C -4.452 3.871 0.493
C -4.215 2.685 -1.748
O -3.947 1.425 -1.154
C -4.829 2.470 -3.136
C -4.068 1.478 -4.037
C -3.059 2.122 -4.961
C -3.506 2.996 -5.954
C -2.618 3.644 -6.794
C -1.259 3.420 -6.627
Cl -0.139 4.259 -7.685
C -0.775 2.566 -5.654
C -1.689 1.911 -4.834
C -2.824 3.335 -1.962
N -1.799 3.037 -0.983
C -1.256 1.849 -0.686
N -0.363 1.978 0.275
C -0.371 3.315 0.502
N -1.223 4.003 -0.222
H -6.205 5.389 -0.774
H -6.315 4.579 -2.335
H -4.821 5.393 -1.857
H -7.069 3.269 0.168
H -6.114 1.800 0.173
H -6.958 2.313 -1.302
H -5.174 4.307 1.188
H -3.654 4.594 0.341
H -4.014 2.990 0.965
H -4.749 0.893 -1.128
H -4.900 3.430 -3.655
H -5.859 2.126 -3.002
H -4.807 0.963 -4.659
H -3.587 0.711 -3.427
H -4.571 3.174 -6.073
H -2.966 4.317 -7.566
H 0.296 2.403 -5.506
H -1.287 1.261 -4.063
H -2.898 4.420 -2.011
H -2.437 2.999 -2.921
H -1.511 0.942 -1.204
H 0.261 3.791 1.234
N -1.622 -0.641 3.853
C -1.883 -1.221 2.883
*
```

HOMO: -1.1 eV
Frontier orbital gap: 0.1714 hartree
Energy above the lowest of the compared OMol25 structures with the same formula, charge and spin: 118.7 kJ/mol



This record from the Open Molecules 2025 dataset describes a structure of composition C10H13ClO. The level of theory is ωB97M-V with the def2-TZVPD basis set.

```
! wB97M-V def2-TZVPD RIJCOSX def2/J DEFGRID3
* xyz 0 1
C -1.087 1.501 -0.037
C -0.955 -0.965 -0.615
C -1.587 2.566 0.653
C -0.344 1.731 -1.385
C 0.944 0.750 -1.454
C 0.659 -0.660 -0.931
C -1.538 0.093 0.056
C 0.766 -1.128 0.434
C 1.053 -0.399 1.698
C 0.922 -2.632 0.617
O -1.398 -2.067 -0.823
Cl -3.146 -0.032 0.719
H -2.027 2.415 1.605
H -1.642 3.608 0.442
H -1.053 1.563 -2.297
H 0.158 2.723 -1.481
H 1.352 0.601 -2.478
H 1.689 1.405 -0.909
H 0.899 -1.450 -1.678
H 0.328 -0.651 2.580
H 0.773 0.644 1.535
H 2.181 -0.663 1.963
H 0.441 -3.009 1.468
H 2.078 -2.872 0.688
H 0.531 -3.074 -0.369
*
```

HOMO: -7.5 eV
Frontier orbital gap: 0.2468 hartree
Energy above the lowest of the compared OMol25 structures with the same formula, charge and spin: 327.8 kJ/mol



This record from the Open Molecules 2025 dataset describes a structure of composition C8H19CdF6NO8PS2. The level of theory is ωB97M-V with the def2-TZVPD basis set.

```
! wB97M-V def2-TZVPD RIJCOSX def2/J DEFGRID3
* xyz -1 1
Cd -1.112 0.917 -0.599
S -2.756 2.552 -3.693
O -3.771 2.102 -4.588
O -1.580 1.721 -3.614
O -2.620 3.817 -4.294
O -3.128 2.628 -2.274
P 0.852 3.705 2.327
F 1.702 5.122 2.256
F 0.589 3.933 3.956
F -0.445 4.497 1.836
F -0.119 2.420 2.321
F 1.026 3.216 0.778
F 2.136 2.830 2.711
C -0.474 -2.306 2.186
C -1.378 -2.802 1.123
N -2.437 -1.894 0.604
C -3.169 -2.537 -0.465
C -2.379 -2.793 -1.799
C -3.404 -1.647 1.685
C -4.216 -0.293 1.572
H 0.199 -3.125 2.440
H -0.823 -1.865 3.120
H 0.285 -1.656 1.751
H -0.840 -3.344 0.344
H -1.906 -3.699 1.444
H -3.616 -3.486 -0.172
H -4.031 -1.883 -0.597
H -1.316 -2.554 -1.812
H -2.482 -3.823 -2.139
H -2.843 -2.378 -2.694
H -2.939 -1.813 2.657
H -4.168 -2.424 1.719
H -3.591 0.599 1.592
H -4.866 -0.238 2.446
H -4.824 -0.148 0.679
C 6.603 0.006 -0.637
C 6.317 1.528 -0.583
O 5.310 1.748 -1.574
S 4.737 0.285 -2.299
O 4.501 0.368 -3.735
O 3.640 -0.199 -1.420
O 6.175 -0.426 -1.883
H 6.247 -0.467 0.278
H 7.682 -0.139 -0.586
H 7.237 2.082 -0.772
H 5.995 1.863 0.404
*
```

HOMO: -5.2 eV
Frontier orbital gap: 0.1199 hartree
Energy above the lowest of the compared OMol25 structures with the same formula, charge and spin: 346.5 kJ/mol



This record from the Open Molecules 2025 dataset describes a structure of composition C27H22BBrN8O2PdS2. The level of theory is ωB97M-V with the def2-TZVPD basis set.

```
! wB97M-V def2-TZVPD RIJCOSX def2/J DEFGRID3
* xyz 0 1
Pd -0.160 -0.632 -0.790
S -2.763 1.834 -3.332
C -3.148 2.265 -1.693
C -4.006 3.261 -1.238
C -4.142 3.411 0.126
C -3.442 2.592 1.021
C -2.595 1.601 0.576
C -2.454 1.446 -0.801
N -1.691 0.491 -1.457
C -1.731 0.602 -2.762
C -0.928 -0.336 -3.519
C -0.984 -0.563 -4.890
C -0.303 -1.647 -5.416
C 0.388 -2.514 -4.578
C 0.457 -2.295 -3.204
C -0.174 -1.178 -2.710
H -4.540 3.898 -1.930
H -4.796 4.182 0.512
H -3.562 2.745 2.085
H -2.043 0.968 1.257
H -1.569 0.087 -5.528
H -0.335 -1.838 -6.480
H 0.882 -3.382 -4.995
H 0.997 -2.972 -2.559
C 1.814 -4.517 3.271
C 1.673 -4.713 1.763
C 1.901 -3.449 1.003
N 1.141 -2.995 0.082
N 1.574 -1.797 -0.464
C 2.740 -1.404 0.055
N 3.499 -0.418 -0.390
S 3.292 -2.441 1.317
H 1.545 -5.433 3.792
H 1.157 -3.721 3.622
H 2.838 -4.259 3.549
H 0.674 -5.061 1.511
H 2.376 -5.468 1.402
H 3.150 0.260 -1.061
H 4.278 -0.115 0.171
Br 0.246 4.773 -2.113
C 0.416 4.298 -0.284
C -0.019 5.198 0.675
C 0.132 4.890 2.019
C 0.711 3.688 2.395
C 1.132 2.792 1.426
C 0.986 3.085 0.074
C 1.556 2.135 -0.944
O 2.640 2.387 -1.440
O 0.932 1.023 -1.221
H -0.460 6.137 0.367
H -0.197 5.598 2.769
H 0.849 3.441 3.439
H 1.614 1.871 1.725
N -1.544 -2.029 -0.550
C -1.516 -3.063 0.038
N -1.528 -4.223 0.496
C -1.725 -4.511 1.780
N -1.875 -4.869 2.867
B 1.364 0.273 3.654
C 0.591 -0.119 2.338
N 0.036 -0.377 1.357
H 1.449 -0.712 4.350
H 0.742 1.166 4.184
H 2.459 0.655 3.277
*
```

HOMO: -8.9 eV
Frontier orbital gap: 0.2475 hartree
Energy above the lowest of the compared OMol25 structures with the same formula, charge and spin: 64.4 kJ/mol



This record from the Open Molecules 2025 dataset describes the ion C4H7N2S with charge +1. The level of theory is ωB97M-V with the def2-TZVPD basis set.

```
! wB97M-V def2-TZVPD RIJCOSX def2/J DEFGRID3
* xyz 1 1
C -0.950 0.861 -0.324
C -0.041 -1.388 -0.056
C -0.040 1.958 -0.697
C 0.289 -2.785 -0.313
N -0.476 -0.350 -0.213
N 1.043 1.756 1.764
S -0.167 2.389 1.068
H -1.963 1.174 -0.279
H 0.942 1.648 -1.045
H -0.430 2.640 -1.441
H -0.680 -3.346 -0.407
H 0.795 -3.398 0.432
H 0.810 -2.665 -1.229
H 0.868 1.508 2.739
*
```

HOMO (spin up / spin down): -12.6 / -12.6 eV
Frontier orbital gap (spin up / spin down): 0.2752 / 0.2752 hartree
Energy above the lowest of the compared OMol25 structures with the same formula, charge and spin: 420.7 kJ/mol



This record from the Open Molecules 2025 dataset describes the molecule C3H7N5O. The level of theory is ωB97M-V with the def2-TZVPD basis set.

```
! wB97M-V def2-TZVPD RIJCOSX def2/J DEFGRID3
* xyz 0 1
C 0.758 0.257 -0.069
C -1.299 -0.824 0.044
C -1.795 0.568 0.493
H 2.021 -1.614 -0.197
H 2.607 0.874 -0.576
H -2.993 -1.626 -0.105
H -2.836 0.669 0.280
H -1.628 0.701 1.548
H -1.269 1.469 -1.294
H 0.679 2.202 0.513
N 2.120 0.274 0.104
N 0.112 -0.851 -0.102
N -2.005 -1.847 -0.190
N -1.129 1.622 -0.291
N 0.268 1.535 -0.082
O 2.733 -0.976 0.118
*
```

HOMO: -9.4 eV
Frontier orbital gap: 0.3716 hartree
Energy above the lowest of the compared OMol25 structures with the same formula, charge and spin: 268.2 kJ/mol



This record from the Open Molecules 2025 dataset describes the molecule H3N4P. The level of theory is ωB97M-V with the def2-TZVPD basis set.

```
! wB97M-V def2-TZVPD RIJCOSX def2/J DEFGRID3
* xyz 0 1
N 1.466 1.526 1.600
N 0.702 0.613 1.432
N -0.341 -0.131 -0.684
N -0.809 -1.045 -1.477
P -0.308 -0.450 1.053
H 1.068 2.456 1.395
H -1.686 -1.483 -1.353
H -0.092 -1.486 -1.966
*
```

HOMO (spin up / spin down): -7.4 / -7.9 eV
Frontier orbital gap (spin up / spin down): 0.2611 / 0.2927 hartree
Energy above the lowest of the compared OMol25 structures with the same formula, charge and spin: 22.9 kJ/mol



This record from the Open Molecules 2025 dataset describes a cluster of 6 separate species, C37H46F16N2O15P in total. The level of theory is ωB97M-V with the def2-TZVPD basis set.

```
! wB97M-V def2-TZVPD RIJCOSX def2/J DEFGRID3
* xyz 1 1
C -0.095 -5.164 2.099
C 1.091 -4.020 2.047
C 1.167 -3.183 0.639
C -0.239 -2.488 0.164
C -1.088 -1.746 1.354
C -0.442 -0.251 1.681
C 1.022 -0.200 2.390
N 1.633 1.119 2.679
N 0.956 2.233 2.318
F 1.640 3.408 2.595
C -0.379 2.482 1.683
C -1.012 3.991 1.347
P -0.880 4.152 -0.588
O -2.088 3.473 -1.352
O 0.575 3.226 -1.009
O -0.619 5.821 -1.097
C -1.255 1.115 1.280
O -2.562 1.200 0.611
C -3.651 0.648 1.434
O -3.709 0.789 2.788
C -4.868 -0.127 0.588
C -5.015 -1.755 0.454
C -6.218 -2.478 -0.440
C -7.264 -1.482 -1.218
C -7.124 0.158 -1.065
C -5.938 0.907 -0.175
H 0.361 -6.200 2.479
H -0.672 -5.287 1.085
H -0.884 -4.845 2.925
H 0.863 -3.269 2.937
H 2.139 -4.516 2.257
H 1.444 -3.981 -0.204
H 2.011 -2.368 0.591
H -0.989 -3.263 -0.346
H -0.018 -1.674 -0.680
H -2.210 -1.699 0.991
H -1.114 -2.345 2.381
H 1.595 -1.185 2.658
H -0.445 4.857 1.903
H -2.146 3.921 1.661
H 0.350 2.245 -1.061
H -0.329 5.713 -2.070
H -4.256 -2.483 0.985
H -6.268 -3.663 -0.522
H -8.111 -1.961 -1.890
H -7.862 0.889 -1.637
H -5.821 2.072 -0.070
C 4.517 5.344 3.114
C 4.697 4.313 2.014
O 5.841 4.625 1.204
C 7.060 4.305 1.738
O 7.211 3.780 2.839
C 8.186 4.648 0.762
F 8.062 5.900 0.236
F 8.223 3.792 -0.299
F 9.422 4.599 1.334
H 4.461 6.352 2.690
H 3.606 5.147 3.685
H 5.365 5.339 3.806
H 3.824 4.331 1.353
H 4.774 3.297 2.418
C 11.717 3.224 0.399
C 11.897 2.193 -0.700
O 13.041 2.505 -1.510
C 14.260 2.185 -0.977
O 14.411 1.661 0.124
C 15.386 2.528 -1.952
F 15.262 3.781 -2.479
F 15.423 1.673 -3.014
F 16.622 2.479 -1.381
H 11.661 4.232 -0.025
H 10.806 3.027 0.971
H 12.565 3.219 1.092
H 11.024 2.211 -1.362
H 11.974 1.177 -0.297
C 6.693 -3.336 -2.362
C 5.915 -4.454 -3.031
O 5.360 -5.346 -2.052
C 4.231 -4.910 -1.412
O 3.692 -3.827 -1.633
C 3.721 -5.965 -0.431
F 4.711 -6.470 0.359
F 3.164 -7.033 -1.071
F 2.766 -5.489 0.417
H 7.459 -3.746 -1.696
H 7.175 -2.698 -3.108
H 6.040 -2.710 -1.746
H 6.593 -5.047 -3.654
H 5.129 -4.066 -3.690
C -7.107 0.743 3.136
C -7.885 -0.375 2.467
O -8.440 -1.267 3.445
C -9.569 -0.831 4.085
O -10.108 0.251 3.865
C -10.079 -1.886 5.067
F -9.089 -2.391 5.857
F -10.636 -2.954 4.427
F -11.034 -1.410 5.914
H -6.341 0.333 3.802
H -6.625 1.380 2.390
H -7.760 1.369 3.752
H -7.207 -0.968 1.844
H -8.671 0.013 1.808
C -10.547 -2.336 -6.988
C -11.448 -1.271 -6.390
O -10.942 -0.830 -5.121
C -9.892 0.048 -5.164
O -9.384 0.459 -6.205
C -9.478 0.470 -3.755
F -9.350 -0.590 -2.905
F -10.390 1.308 -3.182
F -8.285 1.126 -3.722
H -10.413 -3.165 -6.286
H -10.970 -2.723 -7.919
H -9.550 -1.939 -7.203
H -12.440 -1.696 -6.206
H -11.581 -0.422 -7.070
*
```

HOMO: -11.4 eV
Frontier orbital gap: 0.2205 hartree



This record from the Open Molecules 2025 dataset describes a cluster of 2 separate species, C2H8N2 in total. The level of theory is ωB97M-V with the def2-TZVPD basis set.

```
! wB97M-V def2-TZVPD RIJCOSX def2/J DEFGRID3
* xyz -1 2
N -1.256 2.302 2.790
H -0.285 2.165 2.532
H -1.695 1.380 2.928
H -1.780 2.590 1.958
C 1.677 -1.622 -1.334
C 0.538 -1.150 -0.842
N -0.440 -0.493 -1.565
H 1.885 -1.511 -2.393
H 2.250 -2.244 -0.664
H 0.258 -1.351 0.186
H -0.190 -0.296 -2.519
H -0.962 0.229 -1.077
*
```

HOMO (spin up / spin down): 1.2 / -4.8 eV
Frontier orbital gap (spin up / spin down): 0.1103 / 0.3256 hartree
Energy above the lowest of the compared OMol25 structures with the same formula, charge and spin: 16.9 kJ/mol



This record from the Open Molecules 2025 dataset describes the molecule C3H8N2O. The level of theory is ωB97M-V with the def2-TZVPD basis set.

```
! wB97M-V def2-TZVPD RIJCOSX def2/J DEFGRID3
* xyz 0 1
C 0.937 -0.657 0.807
C 0.254 0.379 -0.016
N 0.709 0.563 -1.313
N -2.024 1.011 -0.398
C -0.936 0.820 0.458
O 1.970 -1.305 0.107
H 2.434 -1.890 0.713
H 1.341 -0.156 -1.636
H -0.004 0.792 -1.989
H -2.013 0.262 -1.164
H -2.906 1.055 0.098
H 1.314 -0.209 1.730
H 0.072 -1.430 1.087
H -1.150 0.766 1.518
*
```

HOMO: -6.7 eV
Frontier orbital gap: 0.2745 hartree
Energy above the lowest of the compared OMol25 structures with the same formula, charge and spin: 249.0 kJ/mol



This record from the Open Molecules 2025 dataset describes the molecule C3HF6PS2. The level of theory is ωB97M-V with the def2-TZVPD basis set.

```
! wB97M-V def2-TZVPD RIJCOSX def2/J DEFGRID3
* xyz 0 1
C 1.279 0.765 0.292
C -1.556 1.141 -0.107
C -0.418 -1.702 0.039
F -1.053 1.292 -1.382
F -2.065 2.237 0.357
F -2.530 0.217 -0.154
F 0.612 -2.335 0.497
F -1.478 -2.276 0.558
F -0.434 -1.634 -1.253
P -0.312 0.253 1.003
S 1.843 2.301 0.022
S 2.530 -0.513 0.096
H 3.582 0.253 0.032
*
```

HOMO: -9.1 eV
Frontier orbital gap: 0.2889 hartree
Energy above the lowest of the compared OMol25 structures with the same formula, charge and spin: 0.0 kJ/mol



Values of DFT total energy, in order: -286.62856, -4294.50047, -924.11244, -2877.55212, -5153.68110, -663.91445, -467.44654, -562.00914, -4613.90822, -190.43913, -303.79731, -1851.78931, all in Eh.
Values of F_max, in order: 0.292, 1.248, 4.007, 5.310, 0.704, 3.336, 2.162, 2.992, 9.638, 1.232, 2.413, 4.873, all in eV/Å.